Record 1
DFT (ωB97M-V/def2-TZVPD) results for a molecular structure, C7H6NNiO7 at a distorted geometry.

```
22
Properties=species:S:1:pos:R:3:forces:R:3
H -0.0973 -0.4675 0.9357 -1.2 -0.4 2.5
N -0.1654 -1.1124 3.7161 0.6 -0.8 0.6
O -1.9944 -2.9668 1.1493 -1.1 -1.0 -0.6
O 0.9215 -0.5299 -3.1633 -1.0 2.2 3.3
O -2.1610 1.4680 3.9309 0.4 -0.9 -1.3
H 0.0604 0.7483 4.6704 0.2 0.0 -0.1
H 0.7695 -1.5161 3.7377 0.0 -0.3 0.1
C 1.1069 -0.6430 0.9139 3.0 -3.4 0.7
C -2.8061 -3.6484 0.7227 1.2 1.0 0.6
C 0.6180 -0.0150 -2.1758 1.3 -3.2 -5.5
C -1.5161 0.7400 3.1666 -0.7 1.6 1.1
C 1.3693 1.4641 0.0501 2.3 6.5 1.8
H 0.6444 0.6745 2.9579 0.1 0.1 0.2
O -1.7804 0.1909 2.0557 0.1 -0.3 -0.6
O 1.8107 -1.3375 1.5514 -1.6 1.2 0.0
O 1.9390 2.3903 0.4428 -1.4 -3.4 -1.2
C 0.2097 2.5181 -3.0643 -2.5 0.4 -0.5
O -0.9103 2.5944 -3.2786 2.4 -0.1 0.4
Ni 0.2943 0.1478 -0.4238 -1.9 0.4 -1.5
C -0.1193 0.3668 3.6684 -0.1 0.2 0.0
H -0.6626 -1.3675 4.5724 0.0 -0.3 -0.1
H -0.6787 -1.5018 2.9121 -0.2 0.4 0.0
```
Forces are in eV/Å.

Properties
max |F|: 7.16 eV/Å
<S²>: 2.0107
LUMO level (spin up / spin down): -5.5 / -6.9 eV
multiplicity: 3
DFT total energy: -2359.6380 Ha
HOMO-LUMO gap (spin up / spin down): 6.93 / 5.44 eV
molar mass: 274.818 g mol⁻¹
net charge: +1
energy above the lowest of the compared OMol25 structures with the same formula, charge and spin: 32.3 kcal/mol

Per-atom natural (NBO) charges, elementary charge units: H 0.15; N -0.68; O -0.57; O -0.33; O -0.61; H 0.25; H 0.43; C 0.20; C 0.57; C 0.43; C 0.72; C 0.43; H 0.19; O -0.79; O -0.40; O -0.34; C 0.48; O -0.46; Ni 0.75; C -0.33; H 0.45; H 0.46

=====

Record 2
DFT (ωB97M-V/def2-TZVPD) results for 2 unconnected molecules or ions with the total composition C7H6NO2S at a distorted geometry.

```
17
Properties=species:S:1:pos:R:3:forces:R:3
H 1.7930 -0.8329 0.5246 0.1 0.8 -2.0
S -1.2497 0.1030 3.2663 -2.3 2.0 0.1
O -0.7842 -0.9121 4.1872 0.6 -1.1 1.0
C 1.3768 -0.2634 -0.3889 -0.2 -1.0 3.8
H -1.7573 0.7103 -1.1485 2.0 0.7 0.0
C 0.0636 0.0715 -0.1924 -1.5 -1.6 1.5
C 1.4400 1.0750 -2.3822 -2.6 -0.7 1.7
C -1.1630 -1.0596 1.6679 0.1 -2.5 -1.5
H -0.4141 1.7405 -3.1457 -0.3 0.0 0.9
H -1.8719 -2.8525 2.1143 -1.9 -2.0 2.8
H 3.2537 0.2780 -1.4745 -2.9 -0.7 0.0
O -2.7237 0.3958 3.4707 1.9 -0.5 -0.7
C 2.0375 0.2562 -1.4500 5.2 1.3 -1.0
N -1.3723 -2.2809 1.5592 2.6 5.3 -3.3
C -0.5957 0.7682 -1.1765 -3.9 -0.6 0.6
H 1.9199 1.5018 -3.1889 1.3 0.7 -1.5
C 0.0474 1.3011 -2.2425 1.7 0.1 -2.4
```
Forces are in eV/Å.

Properties
max |F|: 6.72 eV/Å
LUMO level: 3.5 eV
DFT total energy: -873.6334 Ha
HOMO-LUMO gap: 7.13 eV
molar mass: 168.197 g mol⁻¹
net charge: -1
energy above the lowest of the compared OMol25 structures with the same formula, charge and spin: 117.4 kcal/mol

Per-atom natural (NBO) charges, elementary charge units: H 0.22; S 1.52; O -1.00; C -0.32; H 0.20; C -0.06; C -0.26; C 0.22; H 0.19; H 0.38; H 0.18; O -1.01; C -0.21; N -0.73; C -0.29; H 0.19; C -0.23